Record 1
{
  "formula": "C3H3ClFN",
  "method": "ωB97M-V/def2-TZVPD",
  "species": ["N", "C", "C", "C", "F", "Cl", "H", "H", "H"],
  "positions_angstrom": [[-2.9505, 0.0571, 0.1321], [-1.9657, -0.5287, 0.0404], [-0.6161, -0.7903, -0.2530], [0.3116, 0.2444, 0.3253], [0.0597, 1.4367, -0.2229], [2.0131, -0.2932, 0.0196], [-0.5505, -0.5529, -1.2623], [-0.2265, -1.7645, -0.0555], [0.2909, 0.4192, 1.3903]],
  "lowdin_charge": [0.180, -0.220, -0.206, -0.720, 0.009, 0.624, 0.112, 0.111, 0.110],
  "homo_energy_ev": -11.69,
  "lumo_energy_ha": 0.026,
  "e_tot_ha": -730.9016,
  "smiles": "N#CC[C@H](F)Cl",
  "de_lowest_ev": 0.337
}

Record 2
{
  "formula": "C3H7BrN3",
  "method": "ωB97M-V/def2-TZVPD",
  "species": ["C", "C", "C", "N", "N", "N", "Br", "H", "H", "H", "H", "H", "H", "H"],
  "positions_angstrom": [[-1.0428, 0.1701, -0.4952], [2.1540, -0.0247, 0.9395], [0.9526, -0.9158, 0.5384], [-3.3257, 1.2781, -1.7305], [-2.4692, 1.8018, -1.1681], [-0.0937, 0.1331, 0.3483], [-1.3695, -1.2721, -1.6521], [2.7601, -0.6543, 1.6017], [2.9081, 0.1561, 0.1728], [1.8033, 0.7829, 1.5633], [0.4114, -1.5437, 1.3011], [1.2104, -1.3327, -0.3876], [-4.0331, 0.6650, -2.1115], [0.1341, 0.7562, 1.0799]],
  "lowdin_charge": [-0.556, -0.054, -0.188, 0.158, 0.207, -0.088, 0.757, 0.089, 0.095, 0.073, 0.157, 0.075, 0.161, 0.114],
  "homo_energy_ev": -13.13,
  "lumo_energy_ha": -0.181,
  "e_tot_ha": -2856.3696,
  "de_lowest_ev": 4.309,
  "total_charge": 1
}

Record 3
{
  "formula": "H24NO10",
  "method": "ωB97M-V/def2-TZVPD",
  "species": ["N", "H", "H", "H", "H", "O", "H", "H", "O", "H", "H", "O", "H", "H", "O", "H", "H", "O", "H", "H", "O", "H", "H", "O", "H", "H", "O", "H", "H", "O", "H", "H", "O", "H", "H"],
  "positions_angstrom": [[25.4700, -5.3810, 0.1670], [24.7730, -5.6490, 0.8030], [25.2920, -4.3860, -0.0700], [25.5410, -5.9700, -0.6590], [26.3200, -5.5030, 0.6550], [26.9430, -3.1920, -1.8720], [26.4170, -3.2780, -2.6580], [27.1180, -2.2850, -1.9100], [23.3030, -7.1030, -1.3820], [23.7400, -7.9280, -1.1370], [23.7310, -6.9690, -2.2580], [25.0950, -6.8060, -3.3960], [24.5830, -7.3200, -4.0150], [25.4670, -6.1960, -4.0070], [24.0110, -3.9540, -2.4120], [23.3890, -4.4500, -1.9170], [24.1230, -3.1250, -1.9630], [26.8540, -4.0390, 2.7550], [26.7380, -3.1750, 2.4360], [26.4260, -4.1440, 3.6320], [24.1290, -6.3780, 3.8940], [24.5230, -5.6060, 4.0800], [24.6660, -6.7810, 3.1630], [22.8580, -3.4140, 0.8140], [22.5290, -3.7450, 1.6180], [22.3520, -3.8660, 0.1390], [25.4010, -7.9190, 1.7800], [25.8640, -8.3090, 1.0500], [24.6560, -8.4650, 1.8740], [26.0010, -1.8740, 1.3990], [25.4900, -1.6990, 0.6330], [25.2980, -1.8020, 2.0340], [22.2510, -6.8150, 1.3760], [22.2660, -7.2360, 0.5510], [22.3190, -7.5790, 1.9240]],
  "lowdin_charge": [0.348, 0.074, 0.117, 0.124, 0.108, -0.015, 0.021, 0.019, -0.067, 0.048, 0.005, -0.024, 0.068, 0.052, -0.016, 0.001, 0.031, -0.041, -0.047, 0.061, -0.006, -0.052, 0.015, -0.019, 0.021, 0.037, -0.006, 0.057, 0.030, -0.015, 0.027, 0.053, -0.013, -0.025, 0.029],
  "homo_energy_ev": -14.17,
  "lumo_energy_ha": -0.119,
  "e_tot_ha": -821.2930,
  "de_lowest_ev": 2.276,
  "total_charge": 1
}

Record 4
{
  "formula": "H10O5",
  "method": "ωB97M-V/def2-TZVPD",
  "species": ["O", "H", "H", "O", "H", "H", "O", "H", "H", "O", "H", "H", "O", "H", "H"],
  "positions_angstrom": [[12.1286, 8.3851, 14.1531], [11.9783, 9.0929, 14.7797], [11.2582, 8.1755, 13.8145], [15.5301, 3.7075, 13.7372], [15.0711, 4.5408, 13.6317], [15.8688, 3.5079, 12.8645], [16.3052, 8.2101, 14.2819], [16.4745, 8.7559, 15.0497], [16.6155, 8.7329, 13.5426], [17.9953, 5.2946, 12.8115], [17.6738, 5.0521, 11.9431], [17.2430, 5.1687, 13.3897], [14.5108, 6.3259, 13.1596], [14.9461, 6.9491, 13.7414], [13.5992, 6.6168, 13.1352]],
  "lowdin_charge": [-0.041, 0.036, 0.036, -0.059, -0.019, 0.028, -0.031, 0.050, 0.055, -0.055, 0.027, -0.005, -0.049, -0.001, 0.028],
  "homo_energy_ev": -10.76,
  "lumo_energy_ha": 0.014,
  "e_tot_ha": -382.1926,
  "smiles": "O.O.O.O.O",
  "de_lowest_ev": 0.859
}